Record 1
Computed, not measured: the molecule C9H11N2O2P in a non-equilibrium geometry, with ωB97M-V with the def2-TZVPD basis set.

Geometry as ORCA input:
```
! RIJCOSX wB97M-V def2-TZVPD def2/J DEFGRID3
* xyz 0 1
C 1.85467 -0.23962 -0.68199
C 0.99598 -0.17414 -1.87707
C 1.27120 0.08197 0.50701
C -0.35121 -0.09879 -1.79016
C 1.71944 -0.09259 1.88421
C 2.99286 -0.63853 2.31400
C -1.07229 -0.05116 -0.46876
C -0.06437 0.75804 0.46903
C -2.30156 -0.72974 -3.08303
N 0.83560 0.20332 2.77963
N -0.39903 0.72142 1.90944
O 3.32172 -1.42119 3.16601
O -0.98561 -0.24175 -3.01398
P -1.46260 1.83331 2.72431
H 2.78124 -0.83020 -0.78389
H 1.50448 -0.21408 -2.76122
H 3.88175 -0.16321 1.68242
H -2.04786 0.59340 -0.50899
H -1.31037 -1.08183 -0.17374
H 0.07251 1.67662 0.04473
H -2.53749 -1.58540 -2.38941
H -2.51051 -1.02758 -4.09546
H -3.10968 -0.03212 -2.85555
H -0.59071 1.84041 3.83915
H -2.48817 0.91341 3.16328
*
```

Values from the calculation:
- HOMO energy (alpha / beta) (Ha) = -0.2946 / -0.2946
- Kohn-Sham gap (alpha / beta) (eV) = 7.60 / 7.60
- LUMO energy (alpha / beta) (eV) = -0.42 / -0.42
- energy above the lowest of the compared OMol25 structures with the same formula, charge and spin (kJ/mol) = 408.84

Charges in e, computed with Mulliken, in the same order as the atoms: number 1, C, carries -0.43; number 2, C, carries -0.84; number 3, C, carries 0.37; number 4, C, carries 0.42; number 5, C, carries 0.71; number 6, C, carries -0.20; number 7, C, carries -0.58; number 8, C, carries -0.43; number 9, C, carries -0.78; number 10, N, carries -0.66; number 11, N, carries 0.12; number 12, O, carries -0.43; number 13, O, carries -0.40; number 14, P, carries -0.17; number 15, H, carries 0.36; number 16, H, carries 0.56; number 17, H, carries 0.23; number 18, H, carries 0.30; number 19, H, carries 0.36; number 20, H, carries 0.42; number 21, H, carries 0.31; number 22, H, carries 0.30; number 23, H, carries 0.31; number 24, H, carries 0.08; number 25, H, carries 0.05


Record 2
Computed, not measured: the molecule C9H11N3 in a non-equilibrium geometry, with ωB97M-V with the def2-TZVPD basis set.

Geometry as ORCA input:
```
! RIJCOSX wB97M-V def2-TZVPD def2/J DEFGRID3
* xyz 0 1
C 0.06134 1.24291 2.67464
C 0.18553 1.24559 0.27812
C 0.10600 0.45625 -0.96585
C -0.42822 0.96188 -2.20851
C -0.67275 0.10044 -3.30844
C -0.28814 -1.26099 -3.14698
C 0.13780 -1.84551 -1.95053
C 0.27887 -0.95617 -0.79498
C 0.43822 -0.67858 1.53603
H 0.77665 1.05274 3.45110
H -1.06894 1.08831 2.87032
H 0.11110 2.37225 2.49465
H -0.81254 1.80259 0.34172
H 0.89615 2.01524 0.09598
H -0.47006 2.00024 -2.29659
H -0.99174 0.40107 -4.28274
H -0.44555 -1.90951 -3.97181
H 0.44961 -2.88135 -1.86007
H 0.10118 -0.79980 3.52303
H 0.23174 -2.24909 2.82573
N 0.42770 0.61898 1.47085
N 0.42295 -1.48977 0.47189
N 0.55311 -1.28772 2.75244
*
```

Values from the calculation:
- HOMO energy (Ha) = -0.2605
- Kohn-Sham gap (eV) = 7.72
- LUMO energy (eV) = 0.63
- energy above the lowest of the compared OMol25 structures with the same formula, charge and spin (kJ/mol) = 156.82

Charges in e, computed with Mulliken, in the same order as the atoms: number 1, C, carries -1.53; number 2, C, carries -0.45; number 3, C, carries 0.08; number 4, C, carries -0.59; number 5, C, carries -0.82; number 6, C, carries -0.18; number 7, C, carries -0.61; number 8, C, carries 0.66; number 9, C, carries 0.55; number 10, H, carries 0.55; number 11, H, carries 0.38; number 12, H, carries 0.38; number 13, H, carries 0.33; number 14, H, carries 0.33; number 15, H, carries 0.44; number 16, H, carries 0.39; number 17, H, carries 0.36; number 18, H, carries 0.39; number 19, H, carries 0.26; number 20, H, carries 0.29; number 21, N, carries 0.12; number 22, N, carries -0.76; number 23, N, carries -0.54


Record 3
Computed, not measured: the molecule C9H11N3, with ωB97M-V with the def2-TZVPD basis set.

Geometry as ORCA input:
```
! RIJCOSX wB97M-V def2-TZVPD def2/J DEFGRID3
* xyz 0 1
C -2.86924 -1.53577 -0.19303
C -2.27567 0.47753 -0.14904
C 2.47628 -0.62753 -0.40856
C 3.26000 -0.00064 -1.24540
C 0.48159 1.13592 1.02987
C 0.13419 0.01185 0.40912
C 2.29546 -1.38644 0.82223
C 1.09852 -1.01262 -0.05170
C -2.26721 1.95156 -0.27371
N -3.32788 -0.28035 -0.36193
N -1.59740 -1.60036 0.09939
N -1.20454 -0.31197 0.14168
H -3.48742 -2.40380 -0.29249
H 2.87407 0.48764 -2.12574
H 4.32678 0.04513 -1.09535
H -0.23399 1.83826 1.41135
H 1.51934 1.36899 1.18433
H 2.58931 -2.42571 0.85034
H 2.40711 -0.87600 1.76863
H 0.63195 -1.81862 -0.60453
H -2.39108 2.42344 0.70064
H -1.33412 2.29513 -0.71644
H -3.10604 2.24436 -0.89963
*
```

Values from the calculation:
- HOMO energy (Ha) = -0.3320
- Kohn-Sham gap (eV) = 9.93
- LUMO energy (eV) = 0.90
- energy above the lowest of the compared OMol25 structures with the same formula, charge and spin (kJ/mol) = 290.57

Charges in e, computed with Mulliken, in the same order as the atoms: number 1, C, carries -0.16; number 2, C, carries 0.89; number 3, C, carries 0.16; number 4, C, carries -0.83; number 5, C, carries -1.34; number 6, C, carries 0.69; number 7, C, carries -0.65; number 8, C, carries 0.01; number 9, C, carries -1.32; number 10, N, carries -0.70; number 11, N, carries -1.00; number 12, N, carries 0.66; number 13, H, carries 0.45; number 14, H, carries 0.26; number 15, H, carries 0.25; number 16, H, carries 0.32; number 17, H, carries 0.31; number 18, H, carries 0.27; number 19, H, carries 0.25; number 20, H, carries 0.48; number 21, H, carries 0.27; number 22, H, carries 0.40; number 23, H, carries 0.32